A cluster of 2 separate species, C3H10O2S2 in total. Source: the Open Molecules 2025 dataset; level of theory: ωB97M-V/def2-TZVPD.

Each line ends with the Mulliken charge.
Positions of all 17 atoms, in Å:
C (-0.7958, -1.1901, -0.4067)  -0.673
C (0.1399, -0.8048, -1.6103)  -0.429
O (1.4691, -0.5249, -1.2314)  -0.492
C (-1.2677, -0.0117, 0.4209)  -0.382
S (-1.6706, -0.3290, 2.0927)  -0.126
S (-0.0404, -0.5897, 3.2261)  -0.182
H (-0.2845, -1.8699, 0.2213)  0.412
H (-1.6511, -1.6702, -0.7758)  0.326
H (-0.0023, -1.4887, -2.4249)  0.292
H (-0.1902, 0.1835, -1.9822)  0.270
H (1.7360, -1.0448, -0.4154)  0.328
H (-1.9440, 0.5059, -0.2936)  0.378
H (-0.5374, 0.8029, 0.2458)  0.129
H (-0.1010, 0.5126, 3.9738)  0.152
H (1.6670, 3.3030, -0.2289)  0.299
H (2.0912, 1.8292, -0.6325)  0.322
O (1.3818, 2.3867, -0.1789)  -0.623

Output
E ... -29037.5551 eV
E_LUMO ... 0.59 eV


A cluster of 2 separate species, C3H10O3 in total. Source: the Open Molecules 2025 dataset; level of theory: ωB97M-V/def2-TZVPD.

Each line ends with the Mulliken charge.
Positions of all 16 atoms, in Å:
O (-0.1345, 1.3764, -0.3182)  -0.321
O (0.1374, -0.8733, -0.3250)  -0.388
C (0.2207, 2.5576, 0.4043)  -0.724
C (-1.0666, -1.1838, -0.9809)  -0.721
C (-0.0138, 0.2869, 0.4845)  -0.342
H (1.2824, 2.5304, 0.7023)  0.324
H (-0.3944, 2.7071, 1.3076)  0.302
H (0.0670, 3.4153, -0.2719)  0.237
H (-1.5323, -0.2823, -1.4132)  0.325
H (-1.7508, -1.6054, -0.2253)  0.268
H (-0.9277, -1.9275, -1.7836)  0.279
H (0.9176, 0.4070, 1.0706)  0.341
H (-0.8468, 0.1498, 1.2006)  0.340
O (1.1116, -2.6777, 0.3328)  -0.641
H (2.0825, -2.7946, 0.2232)  0.273
H (0.8478, -2.0859, -0.4077)  0.450

Output
E ... -9413.3973 eV
E_LUMO ... 0.90 eV


A cluster of 3 separate species, C3H10O3 in total. Source: the Open Molecules 2025 dataset; level of theory: ωB97M-V/def2-TZVPD.

Each line ends with the Mulliken charge.
Positions of all 16 atoms, in Å:
C (-0.6991, 0.7828, -1.2330)  -0.873
C (-0.0249, -0.3255, -0.9411)  0.952
O (-0.7459, -1.4882, -0.7784)  -0.583
C (1.3690, -0.4238, -0.4577)  -1.275
H (-0.2341, 1.7350, -1.0071)  0.275
H (-1.6184, 0.7090, -1.7631)  0.317
H (-0.1689, -2.2509, -0.8868)  0.306
H (1.7666, 0.3736, 0.1708)  0.279
H (1.7438, -1.3837, -0.1046)  0.383
H (2.0288, -0.2898, -1.4043)  0.260
H (-3.5014, 0.5438, 0.6396)  0.277
H (-2.2539, -0.5242, 0.1152)  0.326
O (-2.7539, 0.2910, 0.0992)  -0.624
H (1.0441, 1.2083, 2.6329)  0.324
H (2.1178, 0.0695, 2.5907)  0.320
O (1.9305, 0.9730, 2.3277)  -0.663

Output
E ... -9413.8470 eV
E_LUMO ... 0.61 eV


A cluster of 2 separate species, C3H10O3 in total. Source: the Open Molecules 2025 dataset; level of theory: ωB97M-V/def2-TZVPD.

Each line ends with the Mulliken charge.
Positions of all 16 atoms, in Å:
C (-1.3996, 0.5555, 0.7502)  -0.380
O (-2.6961, 0.0520, 0.4858)  -0.511
C (-0.8269, 1.2345, -0.5300)  -0.616
C (0.5227, 0.8375, -1.1284)  -0.228
O (1.1863, 1.9398, -1.7175)  -0.525
H (-0.6526, -0.1524, 1.1126)  0.305
H (-1.4662, 1.3188, 1.5343)  0.200
H (-2.7056, -0.8878, 0.6847)  0.301
H (-0.6408, 2.2280, -0.1448)  0.300
H (-1.6384, 1.2946, -1.2558)  0.363
H (0.3637, 0.1090, -1.9310)  0.230
H (1.1052, 0.4083, -0.3125)  0.257
H (0.5142, 2.5481, -2.0411)  0.305
H (2.2507, -4.3535, 1.6987)  0.317
H (2.9454, -3.1007, 1.2973)  0.317
O (3.1381, -4.0317, 1.4975)  -0.634

Output
E ... -9414.4869 eV
E_LUMO ... 0.34 eV


A cluster of 3 separate species, C3H10O3 in total. Source: the Open Molecules 2025 dataset; level of theory: ωB97M-V/def2-TZVPD.

Each line ends with the Mulliken charge.
Positions of all 16 atoms, in Å:
C (0.8197, 0.7742, 1.2799)  -1.027
C (0.2198, -0.2257, 0.3470)  -0.154
C (-0.2538, 0.2216, -0.8324)  -0.281
O (-1.1556, -0.4451, -1.6132)  -0.501
H (1.9178, 0.7645, 1.2512)  0.253
H (0.5733, 1.8071, 1.0150)  0.313
H (0.5785, 0.7243, 2.3436)  0.314
H (0.2629, -1.3036, 0.4689)  0.435
H (0.0557, 1.2147, -1.1560)  0.319
H (-1.9809, -0.4521, -1.1075)  0.392
H (2.8333, -0.7165, -0.5497)  0.315
H (3.6176, 0.2247, -1.3445)  0.318
O (3.6228, -0.1684, -0.4724)  -0.650
H (-4.3624, -0.3454, 0.0713)  0.300
H (-3.2721, -1.4103, 0.4232)  0.303
O (-3.4764, -0.6640, -0.1244)  -0.651

Output
E ... -9414.3924 eV
E_LUMO ... 0.43 eV


A cluster of 2 separate species, C3H10O3 in total. Source: the Open Molecules 2025 dataset; level of theory: ωB97M-V/def2-TZVPD.

Each line ends with the Mulliken charge.
Positions of all 16 atoms, in Å:
C (0.6817, -1.0186, 0.1171)  0.120
O (0.5328, -2.2757, -0.3565)  -0.353
C (0.5778, -0.0573, -1.1678)  -0.467
C (-0.0777, 1.3032, -0.7525)  -0.427
O (0.4911, 2.2697, -1.5170)  -0.385
H (-0.0561, -0.7720, 0.8763)  -0.052
H (1.7525, -0.8741, 0.3424)  0.302
H (0.1248, -2.9244, 0.2291)  0.381
H (1.5130, 0.0746, -1.6835)  0.366
H (-0.1205, -0.5882, -1.8190)  0.355
H (-1.1375, 1.2111, -0.9221)  0.331
H (0.0360, 1.5271, 0.3010)  0.410
H (0.0369, 2.3124, -2.3729)  0.388
H (-2.0064, 0.3353, 2.4827)  0.308
H (-0.8338, -0.5682, 2.9933)  0.321
O (-1.5147, 0.0449, 3.2493)  -0.599

Output
Spin multiplicity ... 2
Net charge ... +1
E ... -9404.4820 eV
E_LUMO (alpha / beta) ... -3.36 / -9.75 eV


A cluster of 3 separate species, C3H10O3S in total. Source: the Open Molecules 2025 dataset; level of theory: ωB97M-V/def2-TZVPD.

Each line ends with the Mulliken charge.
Positions of all 17 atoms, in Å:
O (-1.5981, 0.7415, 1.5131)  -0.553
C (-1.6749, -0.4468, 1.0445)  0.034
C (-0.5457, -1.0767, 0.4163)  -0.281
C (-0.3985, -0.8900, -1.0277)  -0.553
S (-0.6653, 0.7016, -1.7917)  -0.137
H (-2.5455, -1.0709, 1.2643)  0.333
H (-0.4066, -2.1903, 0.6374)  0.355
H (0.3411, -0.6925, 0.9846)  0.173
H (0.6257, -0.9236, -1.2285)  0.207
H (-0.9968, -1.4788, -1.7812)  0.315
H (0.3773, 1.4144, -1.3521)  0.036
H (-0.4787, 1.8129, 2.4174)  0.439
H (0.6795, 1.5230, 3.2713)  0.281
O (0.1559, 2.3121, 3.0496)  -0.659
H (2.2798, 0.4617, -1.7594)  0.334
H (2.5553, 0.1196, -3.2214)  0.301
O (2.2954, -0.3172, -2.4364)  -0.624

Output
E ... -20249.0078 eV
E_LUMO ... -0.01 eV


A cluster of 3 separate species, C3H10O3S in total. Source: the Open Molecules 2025 dataset; level of theory: ωB97M-V/def2-TZVPD.

Each line ends with the Mulliken charge.
Positions of all 17 atoms, in Å:
O (1.6512, -0.3055, 2.2183)  -0.505
C (0.6115, -0.7861, 1.7481)  -0.032
C (0.2864, -0.7664, 0.1588)  -0.728
C (1.4747, -0.1539, -0.6634)  -0.440
S (0.6762, 0.6828, -2.1811)  -0.275
H (-0.1584, -1.1511, 2.4559)  0.365
H (0.2094, -1.7902, -0.0773)  0.331
H (-0.5732, -0.1038, 0.0489)  0.430
H (2.2662, -0.8463, -1.0301)  0.346
H (1.9646, 0.5397, -0.0477)  0.419
H (1.8194, 1.2358, -2.5413)  0.131
H (-2.5482, 2.7621, 2.3907)  0.312
H (-0.9437, 2.7440, 2.3522)  0.336
O (-1.8254, 2.2064, 2.0793)  -0.641
H (-2.4071, -1.3792, -2.0646)  0.320
H (-0.9005, -1.1153, -2.4617)  0.269
O (-1.6029, -1.7730, -2.3850)  -0.635

Output
E ... -20249.5653 eV
E_LUMO ... 0.53 eV